No. 1
71
Properties=species:S:1:pos:R:3:forces:R:3:nbo_charge:R:1 method="wB97M-V/def2-TZVPD" smiles="CCCN(CCC)CCCNC(=O)CNC(=O)c1nn(-c2ccc(OC)cc2)c(=O)c2ccccc12" lumo_energy_ev=-0.369 homo_ev=-7.93
C 2.024 -0.113 1.058 -0.21 0.14 0.00 -0.606
C 0.677 0.306 1.635 0.07 -0.23 0.13 -0.424
C 0.039 -0.842 2.439 0.00 0.17 -0.10 -0.206
N -1.023 -0.507 3.358 -0.04 0.03 0.07 -0.468
C -0.608 0.076 4.619 0.25 -0.25 0.07 -0.210
C -0.074 -0.986 5.587 -0.26 0.10 -0.08 -0.398
C -1.128 -2.046 5.880 0.25 0.07 0.00 -0.611
C -2.240 0.021 2.788 0.02 0.25 0.04 -0.214
C -2.306 1.545 2.563 -0.22 -0.21 -0.05 -0.429
C -3.651 1.976 1.974 0.25 0.26 0.18 -0.226
N -3.817 1.509 0.617 -0.13 -0.44 0.44 -0.629
C -3.602 2.295 -0.449 -0.21 -0.35 -0.62 0.663
O -3.422 3.494 -0.412 0.14 0.41 -0.02 -0.627
C -3.605 1.501 -1.772 -0.15 0.10 0.31 -0.312
N -2.375 0.756 -1.919 0.11 0.15 -0.14 -0.584
C -2.132 -0.396 -1.272 -0.22 0.56 -0.32 0.656
O -2.952 -0.929 -0.534 -0.02 -0.31 0.01 -0.663
C -0.774 -0.954 -1.549 0.76 0.08 -0.22 0.065
N 0.015 -0.154 -2.196 -0.99 -0.15 0.34 -0.189
N 1.252 -0.492 -2.527 0.12 -0.44 0.06 -0.231
C 1.976 0.538 -3.181 0.43 0.48 -0.37 0.073
C 2.853 0.265 -4.219 -0.23 -0.06 0.20 -0.114
C 3.531 1.295 -4.846 0.14 0.32 -0.15 -0.322
C 3.334 2.613 -4.447 -0.16 -0.13 0.14 0.312
O 3.944 3.694 -4.995 -0.18 0.05 0.23 -0.488
C 4.860 3.494 -6.045 0.14 -0.03 -0.17 -0.253
C 2.441 2.881 -3.404 0.18 0.06 -0.21 -0.252
C 1.772 1.856 -2.778 0.10 -0.19 -0.01 -0.187
C 1.844 -1.716 -2.211 0.16 -0.05 0.05 0.638
O 2.993 -1.964 -2.518 -0.08 -0.06 0.05 -0.594
C 0.970 -2.629 -1.473 -0.46 -0.12 0.19 -0.147
C 1.474 -3.875 -1.093 0.06 0.08 -0.06 -0.156
C 0.686 -4.751 -0.383 0.07 0.03 -0.03 -0.197
C -0.619 -4.395 -0.045 0.01 0.05 -0.03 -0.184
C -1.134 -3.173 -0.411 -0.17 -0.05 0.03 -0.203
C -0.347 -2.264 -1.129 0.48 -0.31 -0.06 0.003
H 1.925 -1.030 0.480 0.05 -0.12 -0.06 0.196
H 2.427 0.662 0.408 0.11 0.01 -0.08 0.212
H 2.740 -0.295 1.856 0.11 -0.05 0.06 0.206
H 0.821 1.172 2.285 -0.09 0.08 -0.02 0.200
H 0.009 0.600 0.822 -0.06 0.11 0.03 0.188
H 0.825 -1.330 3.020 0.05 -0.09 -0.06 0.191
H -0.353 -1.586 1.736 0.13 -0.04 0.02 0.195
H 0.155 0.860 4.488 -0.11 0.07 0.02 0.172
H -1.483 0.538 5.079 0.01 0.09 0.01 0.193
H 0.225 -0.490 6.513 0.11 0.01 0.00 0.199
H 0.812 -1.462 5.167 0.11 0.04 0.03 0.192
H -0.724 -2.823 6.524 -0.04 -0.11 0.08 0.206
H -1.989 -1.601 6.373 -0.15 0.01 0.07 0.196
H -1.459 -2.496 4.948 -0.08 -0.09 -0.05 0.217
H -2.399 -0.499 1.841 -0.09 -0.03 -0.01 0.208
H -3.062 -0.254 3.462 -0.10 0.02 -0.09 0.184
H -1.513 1.867 1.889 0.05 0.07 0.00 0.207
H -2.165 2.060 3.515 0.05 0.04 0.04 0.204
H -4.473 1.587 2.583 0.01 0.09 0.01 0.191
H -3.712 3.067 1.943 -0.09 -0.15 0.07 0.234
H -3.840 0.506 0.469 -0.02 0.20 -0.16 0.428
H -3.701 2.195 -2.606 -0.01 -0.05 0.13 0.231
H -4.443 0.797 -1.770 0.06 0.08 -0.08 0.221
H -1.603 1.168 -2.424 -0.07 -0.08 0.02 0.432
H 3.015 -0.750 -4.541 0.02 -0.04 0.00 0.231
H 4.208 1.053 -5.649 0.07 0.01 -0.08 0.222
H 5.221 4.486 -6.313 0.00 -0.10 -0.02 0.203
H 4.379 3.038 -6.916 0.02 0.00 0.04 0.177
H 5.705 2.876 -5.729 -0.04 0.01 -0.01 0.178
H 2.297 3.906 -3.103 -0.03 0.12 0.05 0.229
H 1.089 2.064 -1.969 -0.04 0.05 0.07 0.228
H 2.488 -4.118 -1.371 0.07 -0.03 -0.01 0.242
H 1.076 -5.713 -0.087 0.05 -0.07 0.02 0.221
H -1.233 -5.086 0.513 -0.07 -0.04 0.04 0.221
H -2.143 -2.899 -0.148 -0.01 0.00 0.02 0.258



No. 2
95
Properties=species:S:1:pos:R:3:forces:R:3:mulliken_charge:R:1 method="wB97M-V/def2-TZVPD" charge=+2 s_squared=8.774 lumo_energy_ev="-7.002 / -7.002" homo_ev="-9.25 / -12.99" spin_multiplicity=6
Cr -0.429 15.623 -1.220 1.42 0.00 2.31 1.195
N 0.331 17.572 1.449 -0.06 -0.93 -1.47 0.235
O -0.169 17.081 2.428 -1.61 -1.87 1.87 -0.622
O 0.206 17.000 0.300 -0.07 1.18 0.61 -0.033
O 0.944 18.597 1.600 1.15 2.10 -1.18 -0.454
C -1.518 17.016 5.315 1.20 1.26 0.47 -0.941
C -1.499 15.519 5.345 -0.64 -0.47 -0.39 0.574
O -2.135 14.812 6.053 0.60 0.32 -0.49 -0.457
N -0.509 14.927 4.340 1.21 -0.21 2.41 0.729
H -0.837 14.185 3.739 -0.81 -0.69 -0.42 0.300
H -0.228 15.675 3.722 0.47 0.35 -0.75 -0.111
C 0.745 14.346 5.099 -0.11 -0.13 -0.27 -0.599
H -0.521 17.447 5.222 0.66 -0.60 -0.20 0.381
H -1.792 17.457 6.273 -0.89 -0.46 -0.10 0.434
H -1.967 17.509 4.453 -0.70 -0.64 -0.02 0.150
H 0.923 13.325 4.761 0.14 0.39 -0.74 0.288
H 0.646 14.175 6.171 -0.93 0.71 0.03 0.373
H 1.587 15.021 4.941 -0.15 -0.30 -0.32 0.217
C 9.907 18.780 -4.023 -0.97 -0.57 0.86 -0.967
N 8.925 18.704 -2.848 1.27 -0.18 -2.42 0.047
C 9.352 18.481 -1.601 1.11 0.17 -0.44 -0.249
C 8.484 18.545 -0.595 -1.37 -0.79 2.24 -0.936
C 7.069 18.637 -0.800 -0.56 0.62 2.48 0.751
C 6.713 19.003 -2.084 -1.06 -0.58 -0.95 -0.921
C 7.630 18.982 -3.091 -0.33 0.03 -0.27 -0.250
C 6.075 18.535 0.308 0.44 1.53 -0.89 0.960
C 4.867 19.342 0.369 0.15 -0.80 0.84 -0.614
C 4.009 19.275 1.463 1.76 0.55 0.05 -0.382
N 4.329 18.547 2.596 0.54 -0.01 0.42 0.277
C 5.504 17.781 2.560 -0.16 0.67 -0.29 -0.831
C 6.347 17.797 1.486 -0.46 -0.32 -0.48 -0.668
C 3.562 18.716 3.913 1.25 -1.42 -1.65 -0.653
H 10.710 18.042 -3.999 -0.01 0.06 0.86 0.385
H 10.320 19.788 -4.042 -0.16 -0.14 -0.39 0.321
H 9.361 18.445 -4.905 -0.13 0.75 -0.08 0.343
H 10.412 18.286 -1.536 0.02 0.13 0.43 0.429
H 8.793 18.483 0.438 0.45 -0.26 -0.07 0.536
H 5.650 19.045 -2.268 0.00 0.35 -0.56 0.366
H 7.406 19.102 -4.141 -0.31 0.20 0.10 0.381
H 4.683 20.059 -0.418 -0.37 -0.10 -0.02 0.517
H 3.190 19.964 1.603 -0.17 -0.20 -0.32 0.438
H 5.783 17.212 3.435 -0.40 -0.04 0.12 0.408
H 7.181 17.119 1.373 0.12 -0.12 0.80 0.491
H 2.652 19.280 3.705 0.21 -0.15 0.19 0.025
H 4.190 19.084 4.724 0.07 0.73 -0.41 0.393
H 3.382 17.687 4.225 -0.71 0.02 -0.04 0.286
C -7.470 20.306 -1.429 0.39 -0.06 -0.10 -0.920
N -6.373 20.278 -0.403 0.66 0.68 -0.68 0.041
C -6.316 19.385 0.604 -0.57 1.70 0.25 -0.388
C -5.366 19.591 1.576 0.55 -0.74 0.64 -0.440
C -4.370 20.530 1.449 -0.29 1.09 -0.71 0.505
C -4.389 21.424 0.363 -0.49 -1.03 0.29 -0.362
C -5.410 21.265 -0.539 -0.30 -0.76 0.09 -0.577
C -3.421 20.753 2.545 -0.61 0.38 0.77 0.340
C -3.974 21.304 3.744 1.10 0.04 -0.64 -0.511
C -3.152 21.486 4.842 -0.21 -0.59 -1.64 -0.647
N -1.879 21.018 4.752 -1.23 1.07 0.05 0.171
C -1.389 20.585 3.579 2.56 0.14 1.18 -0.412
C -2.059 20.494 2.426 -2.49 -0.28 -0.50 -0.281
C -1.123 21.163 5.991 1.36 -0.68 0.26 -0.973
H -6.994 20.277 -2.409 -0.07 -0.12 0.06 0.372
H -8.005 21.252 -1.344 -0.03 -0.16 0.19 0.382
H -8.146 19.457 -1.333 0.22 0.11 0.24 0.334
H -7.162 18.749 0.817 0.06 -0.35 -0.61 0.501
H -5.389 19.004 2.482 -0.07 -0.39 -0.13 0.443
H -3.670 22.226 0.278 -0.01 -0.02 -0.20 0.557
H -5.454 21.915 -1.400 -0.46 -0.10 -0.09 0.479
H -4.975 21.706 3.708 -0.11 -0.22 0.28 0.590
H -3.445 22.016 5.736 0.00 -0.26 0.14 0.493
H -0.343 20.346 3.455 0.34 -0.19 0.97 0.479
H -1.584 20.104 1.538 0.01 0.04 -0.06 0.587
H -1.575 20.544 6.766 -0.04 0.07 -0.09 0.407
H -1.068 22.197 6.333 -0.15 -0.03 -0.28 0.387
H -0.115 20.793 5.804 -0.02 0.11 0.15 0.296
As 0.723 12.864 1.155 1.35 -2.12 1.61 1.962
F -0.130 14.223 0.220 0.06 -0.85 0.04 -0.310
F 2.144 12.910 0.165 -1.29 0.30 0.35 -0.413
F 1.418 11.569 2.161 -0.59 1.52 -0.55 -0.519
F -0.747 12.850 2.197 1.10 0.57 -0.55 -0.529
F 0.014 11.625 0.160 -0.02 1.31 0.15 -0.453
F 1.458 14.137 2.190 -1.17 -0.83 -0.67 -0.415
As -3.580 16.010 0.965 -2.52 -2.42 1.58 1.839
F -2.402 15.649 -0.455 -0.09 0.67 0.13 -0.521
F -4.112 14.324 0.817 0.44 1.96 -0.34 -0.439
F -4.713 16.222 2.405 1.55 0.52 -2.03 -0.522
F -3.105 17.731 0.929 0.25 -1.54 0.42 -0.369
F -4.907 16.517 -0.179 1.80 -0.48 1.18 -0.501
F -2.391 15.342 2.147 -0.78 1.75 -1.53 -0.399
As 3.515 15.957 -1.071 1.24 -1.44 -0.35 1.883
F 5.260 16.234 -1.050 -1.46 0.42 -0.04 -0.486
F 3.858 14.242 -1.372 -0.37 1.75 -0.38 -0.468
F 1.748 15.423 -1.125 -1.08 0.51 -0.80 -0.321
F 2.993 17.629 -0.709 0.50 -1.74 -0.43 -0.468
F 3.411 16.367 -2.817 -0.03 -0.46 1.83 -0.520
F 3.497 15.535 0.635 -0.11 1.00 -0.90 -0.426



Number 1: electronic energy -1624.63556 hartree. Number 2: electronic energy -11228.90515 hartree.